Below is a structure of composition C49H60BrCoN2O3SSi, with properties calculated with the ωB97M-V functional and the def2-TZVPD basis.

## Properties
Charge: -1
F_max in Eh/bohr: 0.0108
LUMO level (alpha / beta) in eV: 2.28 / 2.28
<S²>: 3.81
Multiplicity: 4
Energy in eV: -187296.721
Gap between HOMO and LUMO (alpha / beta) in eV: 3.96 / 5.34

The geometry in XYZ format:
```
118
Properties=species:S:1:pos:R:3:forces:R:3:mulliken_charge:R:1
Co -1.913846 -0.323188 0.326507 0.0090 -0.1809 -0.1582 0.5421
C -8.059388 2.937646 0.486147 -0.1038 -0.0421 0.0083 -0.7935
O -7.087201 3.958627 0.507207 0.0220 0.0365 -0.0190 -0.4780
C -5.782798 3.559818 0.444644 0.1136 -0.2160 0.0177 1.1816
C -4.836767 4.607698 0.401284 0.0894 0.2800 -0.0166 -1.1656
C -3.508825 4.295597 0.348689 -0.0991 0.0663 0.0003 -1.1166
C -3.027221 2.967402 0.319037 -0.0475 -0.3213 0.1306 0.4872
C -1.616697 2.685684 0.290218 0.0913 0.2095 -0.1166 0.7847
C -0.600469 3.798841 0.508694 -0.0882 0.0407 -0.0465 -1.4072
O -1.126309 1.565251 0.097208 0.3050 0.3134 0.2271 -0.2374
C -3.994798 1.884288 0.327751 0.1020 -0.0840 -0.0778 -0.6979
O -3.718380 0.656639 0.272664 -0.2329 0.2135 0.1328 0.4405
C -5.379805 2.255774 0.422826 -0.2902 0.0551 -0.0523 -0.7526
H -9.027179 3.435075 0.485267 0.0097 0.0128 0.0077 0.2308
H -7.984902 2.293134 1.366933 0.0202 0.0084 -0.0132 0.3102
H -7.968913 2.318479 -0.410617 0.0082 0.0122 0.0102 0.3270
H -5.183103 5.632818 0.402855 0.0070 -0.0179 -0.0053 0.3903
H -2.804078 5.115279 0.291537 -0.0051 -0.0188 0.0322 0.3706
H -1.008978 4.683220 0.990486 0.0533 -0.0039 0.0113 0.5374
H -0.171554 4.087305 -0.453991 -0.0039 0.0132 0.0285 0.2008
H 0.204023 3.394086 1.122255 0.0021 -0.0212 -0.0298 0.0724
H -6.080157 1.431949 0.448200 0.0658 -0.0089 -0.0025 0.3429
C -2.102847 0.418845 4.584596 0.0233 -0.1656 0.0983 -1.0225
C -1.889429 -0.838129 5.144588 -0.0219 0.1981 -0.0888 -0.8094
C -1.689490 -1.910476 4.302201 -0.0426 -0.1304 -0.1493 -0.5116
C -1.677294 -1.724367 2.911900 -0.0735 0.3299 0.4301 0.0964
N -1.902856 -0.499487 2.382170 0.2115 -0.3700 -0.1060 1.3098
C -2.117667 0.523748 3.206900 -0.0824 0.2834 0.0004 -0.6088
C -1.350706 -2.802921 1.984105 0.0228 -0.1779 -0.5227 0.7262
C -0.415441 -3.773336 2.355087 -0.0248 0.1695 0.1107 -0.0849
C 0.076767 -4.691213 1.453126 0.1504 -0.0682 -0.1373 -0.8772
C -0.318245 -4.602866 0.113142 0.0729 0.0371 0.1097 -0.9115
C -1.266822 -3.688392 -0.271908 0.1242 0.0725 -0.1231 -0.5222
C -1.884795 -2.816679 0.656462 -0.2319 -0.3701 0.3428 0.3123
H -2.260624 1.292319 5.202011 -0.0301 0.0163 -0.0357 0.4719
H -1.888760 -0.970498 6.219311 -0.0130 -0.0293 0.0026 0.4324
H -1.567399 -2.908991 4.699692 0.0413 0.0060 0.0144 0.5384
H -2.306981 1.480742 2.731104 0.0100 -0.0479 -0.0479 0.2301
H -0.038645 -3.779152 3.372209 0.0243 0.0482 -0.0137 0.1907
H 0.789916 -5.444479 1.762525 0.0388 0.0263 0.0424 0.3386
H 0.095133 -5.288489 -0.617657 -0.0234 0.0066 -0.0140 0.4252
H -1.620991 -3.698756 -1.293993 -0.0338 0.0438 0.0095 0.4652
C 1.472104 2.923808 -2.920984 -0.0407 -0.1029 -0.0444 -1.4906
C 1.145524 2.305871 -4.281855 0.0504 0.0276 0.0193 2.6476
C 0.700512 3.444518 -5.210035 -0.0136 -0.0164 0.0384 -2.0188
C 2.414187 1.652940 -4.853860 -0.0315 0.0243 0.0607 -1.6108
C 0.057402 1.235952 -4.165399 -0.0158 -0.0062 -0.1164 0.4813
C -0.537989 0.747242 -5.337464 -0.0659 -0.0471 -0.0830 -0.4700
C -1.554772 -0.195754 -5.290691 0.0695 0.0300 0.1026 -1.2840
C -1.966675 -0.663791 -4.057883 -0.0516 -0.0925 0.0109 1.2072
S -3.268150 -1.764054 -3.701541 0.1138 0.0315 0.2009 -0.5680
C -2.893888 -1.600241 -1.967257 -0.4737 -0.0896 -0.2415 0.1273
N -1.845235 -0.814008 -1.726836 0.0596 -0.1172 0.4359 1.1331
C -1.343636 -0.252633 -2.862973 -0.0401 -0.0223 -0.3904 -2.0933
C -0.332697 0.714523 -2.940146 0.0395 0.0317 0.2427 0.3204
C -3.743120 -2.160068 -0.974394 0.4187 0.0516 -0.0623 1.4659
C -5.113201 -2.360609 -1.258281 -0.1866 -0.1012 0.0655 -1.1205
C -6.016940 -2.648088 -0.268917 0.0746 0.0555 -0.2156 -0.7297
C -5.580950 -2.750063 1.062936 -0.0137 0.0146 0.2581 -1.0660
C -4.241228 -2.637100 1.355831 0.0176 0.0804 -0.0226 -0.5943
C -3.270756 -2.399405 0.366880 -0.2373 -0.0185 -0.1417 0.6719
H 2.217141 3.715075 -3.035616 0.0144 0.0056 -0.0195 0.6186
H 1.875603 2.175981 -2.240769 -0.1204 0.2139 0.0034 -0.1667
H 0.575106 3.352482 -2.469951 0.0231 0.0026 0.0082 0.1752
H 1.494901 4.192198 -5.285838 -0.0017 0.0022 0.0042 0.4864
H -0.193174 3.932800 -4.815988 -0.0015 -0.0099 -0.0055 0.4038
H 0.475592 3.094416 -6.216716 0.0089 -0.0051 -0.0156 0.3545
H 3.242980 2.367315 -4.873884 -0.0117 0.0036 -0.0308 0.4344
H 2.240342 1.291258 -5.868720 0.0115 -0.0016 -0.0112 0.4070
H 2.709297 0.798466 -4.241868 0.0257 0.0061 0.0100 0.1142
H -0.222488 1.112971 -6.306253 0.0267 0.0221 0.0129 0.3279
H -2.024181 -0.559313 -6.196814 0.0106 0.0730 -0.0294 0.3666
H 0.088632 1.059439 -2.003739 -0.0190 -0.0127 -0.0328 -0.2938
H -5.456401 -2.213605 -2.275083 -0.0404 0.0049 -0.0003 0.3302
H -7.066824 -2.770545 -0.507237 0.0065 0.0196 -0.0315 0.3761
H -6.290200 -2.959054 1.854861 0.0205 -0.0093 -0.0016 0.4195
H -3.914980 -2.810265 2.374256 -0.0055 -0.0258 -0.0007 0.3252
C 2.887662 -1.807930 3.602925 0.0014 -0.0144 -0.0557 -1.8383
C 3.787323 -0.800405 2.869130 -0.0278 0.0167 -0.0844 2.5656
C 5.255820 -1.179726 3.109699 -0.0285 0.0095 -0.1125 -1.7151
C 3.525633 0.571925 3.507344 0.0089 -0.0390 -0.0976 -2.0410
Si 3.376773 -0.725054 0.977699 -0.2443 0.1450 0.0314 -1.8786
Br 1.111809 -0.589823 0.894832 0.5186 -0.1440 -0.0482 -0.1221
C 3.983281 0.901886 0.118952 -0.0413 -0.0595 0.0781 3.2537
C 3.801911 0.774450 -1.400675 0.1012 -0.1194 0.0925 -2.1190
C 3.155568 2.123320 0.554809 -0.0119 -0.0736 0.0069 -2.0100
C 5.463285 1.182391 0.415307 -0.0056 -0.0954 0.0523 -1.9183
C 3.912499 -2.311657 0.020361 0.0060 0.0985 0.0459 3.0103
C 5.398704 -2.249911 -0.362395 -0.0244 0.1206 0.0582 -1.7893
C 3.700580 -3.548511 0.902098 0.0147 0.0392 -0.0552 -2.0885
C 3.065527 -2.503222 -1.246434 0.0117 -0.0088 0.0149 -1.6373
H 3.096955 -1.753533 4.677107 0.0256 0.0103 0.0090 0.5833
H 3.062036 -2.834216 3.282008 -0.0502 0.0487 0.0568 0.3342
H 1.830887 -1.579043 3.454643 0.0078 -0.0333 0.0194 0.2467
H 5.468304 -1.182935 4.184168 -0.0154 0.0154 0.0168 0.5131
H 5.937973 -0.469754 2.636511 0.0403 -0.0560 0.0443 0.2726
H 5.482647 -2.175922 2.725778 0.0508 0.0535 0.0638 0.2892
H 3.646941 0.501871 4.593490 0.0052 -0.0405 0.0097 0.6038
H 2.507070 0.909814 3.303341 0.0216 0.0477 0.0378 0.2717
H 4.227321 1.325196 3.147270 -0.0366 0.0272 0.0338 0.3337
H 2.763611 0.546036 -1.655648 0.1093 -0.0836 -0.0128 -0.0114
H 4.446556 0.006898 -1.831275 -0.0669 0.0360 -0.0204 0.2623
H 4.065686 1.723289 -1.879293 -0.0139 0.0165 0.0238 0.7772
H 2.090433 1.965148 0.377896 0.0157 0.0514 -0.0204 0.1543
H 3.472481 2.994376 -0.028997 0.0130 0.0047 -0.0314 0.5044
H 3.291049 2.368121 1.606763 -0.0244 0.0085 -0.0067 0.4212
H 6.106044 0.352999 0.111048 0.0265 0.0821 0.0208 0.3278
H 5.634879 1.369313 1.477382 0.0138 0.0263 -0.0370 0.3326
H 5.786710 2.075295 -0.130423 -0.0128 0.0035 -0.0254 0.5222
H 6.031991 -2.114874 0.518804 0.0495 -0.0171 -0.0764 0.2895
H 5.607404 -1.436022 -1.058404 0.0505 -0.0897 0.0147 0.3315
H 5.696595 -3.184852 -0.848420 -0.0316 -0.0301 0.0072 0.4987
H 4.390308 -3.569558 1.748534 -0.0832 -0.0528 -0.0445 0.3154
H 3.876596 -4.452068 0.308268 0.0138 0.0030 -0.0248 0.6115
H 2.678078 -3.590239 1.272388 -0.1020 -0.0964 0.0397 0.1763
H 3.165325 -1.680038 -1.952900 -0.0330 -0.0589 0.0108 0.1756
H 2.010125 -2.609472 -0.999824 -0.0789 -0.0033 -0.0165 0.1604
H 3.382351 -3.421050 -1.754965 0.0361 0.0036 0.0131 0.5827
```
Positions in Å, forces in eV/Å.